(1)
93
Properties=species:S:1:pos:R:3:lowdin_charge:R:1 method="wB97M-V/def2-TZVPD" homo_lumo_gap_ev=7.7 e_tot_ev=-216136.5868 homo_energy_ev=-9.47 smiles="CC[C@H](F)[C@H]1[C@](Cl)([C@H](Br)[C@@H](C)Br)[C@](CCCCO)(CCCCCCCCCOC)S(=O)(=O)O[C@@]1(C)F.O=C1C=CC(=O)C=C1" spin_multiplicity=1 max_force_ev_per_a=8.9
C -7.929 -2.508 1.827 -0.1392
C -6.885 -1.837 0.758 -0.2099
C -6.061 -2.850 -0.188 -0.2025
F -6.931 -4.079 -0.350 -0.1151
C -4.533 -3.295 0.265 -0.1514
C -3.332 -2.455 -0.547 -0.5280
Cl -3.980 -0.668 -0.569 0.6845
C -3.366 -2.894 -2.107 -0.6526
Br -2.262 -4.425 -2.732 0.8078
C -3.232 -1.694 -3.241 -0.7092
C -2.542 -2.226 -4.674 -0.2702
Br -5.060 -1.058 -3.909 0.5983
C -1.845 -2.549 0.224 -0.3597
C -1.878 -1.341 1.385 -0.2062
C -0.892 -1.498 2.665 -0.2014
C 0.677 -1.068 2.476 -0.1576
C 1.739 -2.358 2.589 -0.2303
O 3.110 -1.789 2.626 -0.1611
C -0.580 -2.123 -0.706 -0.1479
C 0.562 -3.212 -1.061 -0.2071
C 2.051 -2.446 -1.009 -0.1872
C 2.230 -1.454 -2.344 -0.2090
C 3.510 -0.454 -2.129 -0.2169
C 3.338 0.658 -0.938 -0.2096
C 3.065 2.192 -1.450 -0.2117
C 4.278 3.246 -1.050 -0.1643
C 4.191 3.825 0.481 -0.1961
O 5.493 3.541 1.171 -0.2725
C 5.288 3.437 2.632 -0.1416
S -1.815 -4.167 1.097 0.8526
O -2.169 -5.454 0.332 -0.3571
O -0.475 -4.549 1.839 -0.3331
O -2.998 -4.018 2.305 -0.1916
C -4.316 -3.645 1.812 -0.3690
C -5.233 -5.019 2.118 0.0066
F -4.817 -2.672 2.836 -0.0457
H -8.676 -3.288 1.377 0.0834
H -8.585 -1.619 2.271 0.0885
H -7.365 -2.965 2.774 0.0768
H -6.193 -1.084 1.374 0.1137
H -7.542 -1.125 0.060 0.1278
H -6.099 -2.372 -1.284 0.1182
H -4.446 -4.361 -0.283 0.1605
H -4.464 -3.312 -2.340 0.0921
H -2.531 -0.809 -2.937 0.0881
H -2.692 -1.293 -5.407 0.0761
H -3.135 -3.099 -5.173 0.0718
H -1.386 -2.371 -4.602 0.0682
H -2.952 -1.241 1.897 0.1120
H -1.607 -0.284 0.899 0.1327
H -1.027 -2.504 3.295 0.1230
H -1.312 -0.685 3.444 0.1297
H 0.985 -0.406 3.425 0.1260
H 0.903 -0.372 1.560 0.0936
H 1.558 -2.925 3.604 0.1340
H 1.675 -3.084 1.676 0.0971
H 3.755 -2.506 2.908 0.1033
H -0.913 -1.658 -1.757 0.1227
H 0.015 -1.203 -0.224 0.1131
H 0.454 -3.487 -2.219 0.0841
H 0.564 -4.224 -0.498 0.1041
H 2.167 -1.738 -0.086 0.0763
H 2.926 -3.243 -1.116 0.1290
H 1.262 -0.757 -2.348 0.1108
H 2.298 -2.048 -3.349 0.1126
H 3.810 0.146 -3.111 0.1159
H 4.444 -1.130 -1.828 0.1158
H 4.379 0.682 -0.354 0.1247
H 2.526 0.410 -0.134 0.0887
H 2.778 2.201 -2.584 0.1055
H 2.104 2.589 -0.864 0.1100
H 5.353 2.777 -1.226 0.1272
H 4.138 4.177 -1.775 0.1042
H 3.274 3.446 1.103 0.1202
H 4.111 5.015 0.476 0.1104
H 5.275 4.520 3.126 0.0993
H 6.198 2.855 3.140 0.1032
H 4.316 2.845 2.937 0.0933
H -4.937 -5.376 3.207 0.1163
H -6.382 -4.817 2.044 0.0822
H -4.925 -5.859 1.362 0.1080
O 6.089 11.390 0.111 0.1017
C 5.568 10.309 -0.128 -0.3837
C 4.138 10.069 0.148 0.0225
C 3.570 8.887 -0.112 0.0248
C 4.348 7.772 -0.688 -0.3724
O 3.827 6.692 -0.927 0.0708
C 5.778 8.012 -0.964 0.0287
C 6.345 9.194 -0.704 0.0234
H 3.581 10.897 0.570 0.1231
H 2.523 8.694 0.086 0.1226
H 6.335 7.184 -1.386 0.1256
H 7.393 9.387 -0.902 0.1235

=====

(2)
93
Properties=species:S:1:pos:R:3:lowdin_charge:R:1 method="wB97M-V/def2-TZVPD" homo_lumo_gap_ev=6.6 e_tot_ev=-158471.7290 charge=-1 homo_energy_ev=-4.13 relative_energy_ev=0.0000 spin_multiplicity=1 max_force_ev_per_a=0.2
Ti -0.495 0.426 -0.083 0.6815
C -0.290 3.641 1.903 -0.2023
Si -0.386 2.073 2.912 0.3699
C -1.687 2.472 4.223 -0.1676
C 1.301 1.868 3.737 -0.1597
N -0.815 0.663 1.996 -0.1868
C -1.196 -0.473 2.656 -0.3242
C -1.031 -0.770 4.027 -0.0496
C -1.485 -1.953 4.591 -0.1146
C -2.122 -2.924 3.833 -0.1272
C -2.289 -2.687 2.471 -0.0328
C -1.828 -1.509 1.952 -0.2165
F -1.983 -1.288 0.602 -0.0176
H 0.035 4.443 2.575 0.0353
H -1.271 3.891 1.497 -0.0168
H 0.412 3.579 1.075 -0.0202
H -1.428 3.416 4.713 0.0233
H -1.812 1.713 4.994 0.0113
H -2.650 2.606 3.723 0.0327
H 1.615 2.807 4.204 0.0241
H 2.049 1.594 2.988 0.0158
H 1.320 1.088 4.501 0.0152
H -0.518 -0.061 4.660 0.0710
H -1.325 -2.117 5.650 0.0926
H -2.470 -3.846 4.278 0.0848
H -2.766 -3.399 1.810 0.1115
C -0.897 -3.552 -4.349 -0.0584
C -1.084 -2.334 -3.487 -0.2736
C -2.039 -1.353 -3.809 -0.0376
C -2.211 -0.237 -3.017 -0.0687
C -1.392 -0.107 -1.891 -0.3311
Br -2.768 2.070 -0.158 0.0208
N -0.500 -1.030 -1.624 -0.0557
C -0.322 -2.130 -2.358 -0.0819
H -1.831 -4.107 -4.460 0.0762
H -0.156 -4.223 -3.915 0.0722
H -0.557 -3.278 -5.350 0.0764
H -2.654 -1.492 -4.694 0.1107
H -2.963 0.512 -3.233 0.0934
H 0.432 -2.839 -2.028 0.1272
O 3.374 -0.314 0.736 0.0054
C 2.208 -0.589 0.685 -0.5427
N 1.056 -0.876 0.635 0.0286
N 0.654 1.663 -0.682 -0.2365
P 1.271 2.747 -1.602 0.6314
N 1.983 2.055 -2.940 -0.1964
C 2.560 2.862 -4.016 -0.1989
C 2.844 1.996 -5.246 -0.1835
C 1.738 0.967 -5.432 -0.1896
C 1.695 0.002 -4.233 -0.1595
C 2.321 0.637 -2.989 -0.1921
N 2.339 3.688 -0.744 -0.2206
C 2.995 4.865 -1.287 -0.1995
C 4.508 4.629 -1.526 -0.1792
C 4.903 3.208 -1.133 -0.2034
C 4.470 2.921 0.301 -0.1571
C 2.960 3.195 0.483 -0.1911
N 0.261 3.873 -2.304 -0.1849
C -0.751 3.304 -3.214 -0.2173
C -1.316 4.397 -4.110 -0.1858
C -1.920 5.517 -3.269 -0.2061
C -0.892 6.032 -2.266 -0.1848
C -0.346 4.887 -1.425 -0.2153
H 3.489 3.352 -3.698 0.0935
H 1.849 3.650 -4.277 0.1046
H 3.804 1.484 -5.131 0.1098
H 2.937 2.645 -6.119 0.1077
H 1.874 0.417 -6.366 0.1023
H 0.782 1.493 -5.519 0.1001
H 2.225 -0.927 -4.465 0.1127
H 0.661 -0.263 -4.015 0.0808
H 3.412 0.517 -3.000 0.1166
H 1.959 0.157 -2.083 0.0849
H 2.857 5.690 -0.575 0.1147
H 2.490 5.156 -2.207 0.0988
H 5.090 5.336 -0.928 0.1031
H 4.760 4.826 -2.571 0.0915
H 5.982 3.073 -1.238 0.1080
H 4.426 2.490 -1.805 0.0908
H 5.047 3.559 0.978 0.1056
H 4.680 1.885 0.566 0.0923
H 2.795 3.939 1.272 0.1168
H 2.441 2.288 0.781 0.0722
H -1.553 2.846 -2.622 0.0591
H -0.286 2.516 -3.807 0.0925
H -2.070 3.964 -4.773 0.1086
H -0.513 4.798 -4.741 0.1059
H -2.780 5.120 -2.719 0.1157
H -2.283 6.328 -3.906 0.1021
H -1.342 6.778 -1.605 0.1095
H -0.065 6.517 -2.798 0.1082
H -1.156 4.430 -0.844 0.0681
H 0.404 5.246 -0.722 0.0997

=====

(3)
101
Properties=species:S:1:pos:R:3:lowdin_charge:R:1 method="wB97M-V/def2-TZVPD" homo_lumo_gap_ev=6.5 e_tot_ev=-104870.1480 charge=+1 homo_energy_ev=-10.49 spin_multiplicity=1 max_force_ev_per_a=6.0
C 0.783 4.635 0.690 -0.0774
C 2.080 3.992 -0.064 -0.2312
O 1.860 2.588 -0.361 -0.2057
C 2.061 2.269 -1.754 -0.1496
C 2.964 0.910 -1.836 -0.0836
N 2.284 -0.257 -1.163 0.0225
C 1.297 -0.996 -1.958 -0.0360
C 0.906 -0.644 -3.465 -0.1381
C -0.659 -0.758 -3.802 -0.2527
C -1.490 0.609 -3.643 -0.4634
S -2.254 0.864 -1.970 0.7774
C -3.871 -0.039 -1.848 -0.9417
S -3.795 -1.731 -2.047 0.6148
N -5.169 0.598 -1.625 -0.1714
C -6.260 -0.393 -1.392 -0.2187
C -7.597 0.456 -1.047 -0.1574
O -7.533 1.176 0.213 -0.1729
C -6.177 1.409 0.647 -0.1808
C -5.128 1.657 -0.567 -0.1497
C 0.582 -2.255 -1.336 0.0931
C 0.870 -2.702 0.125 -0.0664
C 0.089 -3.957 0.738 -0.0697
C 0.937 -4.711 1.886 -0.2119
O 1.746 -5.802 1.348 -0.0301
C -0.143 -5.434 2.866 -0.3429
F -0.823 -4.421 3.606 0.0618
F 0.459 -6.400 3.714 0.0933
F -1.135 -6.093 2.048 0.0549
C 1.901 -1.852 0.932 0.1012
C 2.598 -0.638 0.216 -0.0455
C 3.646 0.173 1.133 -0.0836
C 2.916 1.192 2.157 -0.6597
O 1.659 1.226 2.210 -0.0026
Cl 3.896 2.280 3.289 0.5988
H 1.052 5.746 0.889 0.0888
H -0.111 4.647 -0.024 0.0801
H 0.578 4.158 1.705 0.0780
H 2.931 4.046 0.720 0.1178
H 2.266 4.658 -0.972 0.1223
H 1.024 2.014 -2.190 0.1190
H 2.635 3.051 -2.356 0.1409
H 3.182 0.697 -2.953 0.1440
H 3.970 1.176 -1.369 0.1292
H 1.440 -1.430 -4.131 0.1445
H 1.265 0.373 -3.838 0.1034
H -1.224 -1.572 -3.234 0.0430
H -0.727 -1.052 -4.923 0.1316
H -2.333 0.586 -4.422 0.0994
H -0.753 1.476 -3.833 0.0823
H -6.083 -1.087 -0.494 0.1232
H -6.527 -1.003 -2.338 0.1277
H -8.437 -0.335 -0.933 0.1387
H -7.881 1.211 -1.862 0.1323
H -5.735 0.543 1.277 0.1300
H -6.108 2.342 1.326 0.1400
H -4.103 1.798 -0.074 0.1106
H -5.471 2.640 -1.072 0.1390
H -0.188 -2.880 -1.924 0.1253
H -0.937 -3.708 1.176 0.1425
H -0.051 -4.706 -0.132 0.1458
H 1.565 -4.019 2.542 0.1506
H 1.163 -6.581 1.196 0.1138
H 2.160 -2.080 2.016 0.1181
H 4.133 -0.631 1.814 0.1371
H 4.505 0.646 0.550 0.1182
C 1.499 -4.089 6.195 -0.0379
O 2.757 -3.759 5.606 -0.0179
C 3.780 -3.712 6.479 -0.5980
O 3.709 -3.918 7.664 0.1352
O 4.895 -3.393 5.798 -0.0117
C 6.069 -3.306 6.605 -0.0439
H 0.751 -4.099 5.401 0.0655
H 1.533 -5.083 6.647 0.1068
H 1.209 -3.338 6.932 0.1040
H 6.286 -4.268 7.074 0.1016
H 5.961 -2.524 7.359 0.1005
H 6.904 -3.044 5.953 0.0932
C -10.064 4.701 -0.801 -0.0410
O -9.599 5.696 -1.711 0.0032
C -8.584 5.295 -2.494 -0.5963
O -8.064 4.205 -2.479 0.1042
O -8.247 6.320 -3.296 0.0026
C -7.172 6.035 -4.189 -0.0479
H -10.882 5.134 -0.223 0.0959
H -10.446 3.832 -1.341 0.0989
H -9.270 4.408 -0.110 0.0961
H -7.438 5.218 -4.865 0.0981
H -6.262 5.795 -3.634 0.0952
H -6.987 6.929 -4.785 0.0951
C 6.920 -2.421 -0.714 -0.0451
O 8.170 -1.761 -0.899 0.0082
C 8.078 -0.557 -1.490 -0.5958
O 7.057 -0.023 -1.857 0.0957
O 9.316 -0.053 -1.601 0.0085
C 9.373 1.234 -2.216 -0.0406
H 7.116 -3.379 -0.231 0.0995
H 6.266 -1.834 -0.065 0.0811
H 6.439 -2.612 -1.677 0.0990
H 8.818 1.968 -1.627 0.0976
H 8.991 1.189 -3.238 0.0994
H 10.419 1.540 -2.252 0.0987